A cluster of 3 separate species, C4H16NO2 in total in a non-equilibrium geometry, computed with the ωB97M-V functional and the def2-TZVPD basis.

Its highest occupied orbital energy is -0.5642 Ha. As for the multiplicity: 1. The calculation puts the molar mass at 110.18 g mol⁻¹. The value obtained for the strongest force on any atom is 0.04122 hartree/bohr. As for the net charge: +1.

Positions of all 23 atoms, in Å:
C  -1.417  0.223  -1.980
C  -0.096  0.494  -1.193
N  -0.256  0.168  0.301
C  -1.221  1.031  1.019
C  1.103  -0.245  -1.776
H  -1.952  -0.528  -1.378
H  -1.312  -0.086  -3.029
H  -2.093  1.074  -1.986
H  0.123  1.563  -1.251
H  -0.441  -0.841  0.367
H  0.691  0.367  0.656
H  -2.231  0.734  0.684
H  -1.127  0.890  2.084
H  -1.116  2.068  0.726
H  1.931  0.407  -1.999
H  1.054  -0.575  -2.824
H  1.227  -1.156  -1.217
H  0.148  -2.601  2.198
H  0.709  -3.437  1.181
O  0.465  -2.508  1.288
H  1.354  0.892  3.231
H  2.647  1.263  2.511
O  1.811  0.803  2.385

***

A cluster of 2 separate species, C37H25O4 in total in a non-equilibrium geometry, computed with the ωB97M-V functional and the def2-TZVPD basis.

Its highest occupied orbital energy is -0.1521 Ha. As for the multiplicity: 1. The calculation puts the molar mass at 533.60 g mol⁻¹. The value obtained for the strongest force on any atom is 0.05953 hartree/bohr. As for the net charge: -1.

Positions of all 66 atoms, in Å:
C  -3.736  1.593  0.766
C  -2.810  1.911  1.762
C  -1.609  1.203  1.856
C  -1.307  0.176  0.947
C  -0.016  -0.569  0.981
C  1.131  -0.191  1.905
C  2.491  -0.872  1.718
C  2.888  -1.621  0.596
C  4.156  -2.210  0.524
C  5.089  -1.993  1.543
C  4.732  -1.196  2.638
C  3.456  -0.643  2.723
O  1.006  0.614  2.831
C  -0.199  -2.060  1.093
C  -1.473  -2.640  1.724
C  -2.258  -2.041  2.720
C  -3.450  -2.641  3.146
C  -3.814  -3.893  2.628
C  -2.956  -4.567  1.744
C  -1.783  -3.948  1.316
O  0.634  -2.888  0.729
C  -2.287  -0.189  -0.005
C  -3.483  0.523  -0.100
H  -4.658  2.161  0.669
H  -3.003  2.695  2.494
H  -0.887  1.431  2.638
H  2.216  -1.808  -0.239
H  4.384  -2.858  -0.323
H  6.077  -2.451  1.487
H  5.444  -1.014  3.445
H  3.182  -0.025  3.581
H  -1.925  -1.090  3.142
H  -4.069  -2.132  3.891
H  -4.752  -4.351  2.937
H  -3.178  -5.582  1.397
H  -1.073  -4.472  0.675
H  -2.068  -1.014  -0.699
H  -4.218  0.227  -0.847
C  -0.724  1.438  -6.373
C  -0.573  2.168  -5.188
C  -0.423  1.466  -3.998
C  -0.406  0.066  -3.971
C  -0.535  -0.675  -5.143
C  -0.703  0.024  -6.346
C  -0.144  -0.405  -2.583
O  -0.042  -1.569  -2.191
C  0.012  0.809  -1.755
C  0.696  0.689  -0.551
C  1.123  1.970  0.067
C  0.270  3.060  0.272
C  0.754  4.193  0.933
C  2.087  4.251  1.347
C  2.958  3.196  1.063
C  2.483  2.067  0.403
C  -0.176  2.015  -2.631
O  -0.145  3.218  -2.382
H  -0.874  1.965  -7.315
H  -0.582  3.257  -5.150
H  -0.505  -1.762  -5.076
H  -0.829  -0.534  -7.273
H  1.498  -0.123  -0.582
H  -0.785  2.995  -0.015
H  0.071  5.037  1.086
H  2.462  5.144  1.831
H  4.021  3.230  1.322
H  3.139  1.231  0.166

***

A structure of composition C35H45N10NaO4S, computed with the ωB97M-V functional and the def2-TZVPD basis.

Its highest occupied orbital energy is -0.2358 Ha. As for the multiplicity: 1. The calculation puts the molar mass at 724.87 g mol⁻¹. The value obtained for the strongest force on any atom is 0.01859 hartree/bohr.

Positions of all 96 atoms, in Å:
Na  0.298  0.305  0.298
C  -5.314  -3.409  0.302
C  -4.392  -2.299  0.720
C  -3.921  -2.165  1.987
C  -3.044  -1.110  2.391
C  -2.773  -1.093  3.761
N  -2.293  -0.191  4.597
C  -1.831  1.170  4.360
C  -0.938  1.649  5.488
C  0.305  0.789  5.759
N  0.971  0.270  4.574
C  1.453  0.908  3.538
C  1.577  2.283  3.248
C  1.563  3.368  4.159
C  1.440  4.662  3.739
C  1.466  5.828  4.687
C  1.213  4.874  2.353
C  1.264  3.885  1.412
C  0.829  4.176  0.039
N  0.882  3.352  -0.918
C  0.328  3.731  -2.199
C  -0.450  2.569  -2.818
C  -1.849  2.333  -2.244
N  -1.866  1.498  -1.050
C  -2.752  0.590  -1.038
C  -3.074  -0.332  0.058
C  -3.971  -1.323  -0.221
C  -2.464  -0.241  1.382
O  -1.483  0.492  1.592
C  1.611  2.525  1.813
O  1.817  1.617  0.985
H  -5.533  -4.069  1.141
H  -4.870  -4.015  -0.491
H  -6.263  -3.022  -0.077
H  -4.233  -2.878  2.744
H  -3.109  -1.979  4.288
H  -2.291  -0.485  5.561
H  -2.697  1.836  4.294
H  -1.332  1.188  3.394
H  -1.498  1.704  6.429
H  -0.657  2.671  5.241
H  0.024  -0.100  6.326
H  1.006  1.345  6.385
H  0.822  -0.744  4.396
H  1.699  0.231  2.726
H  1.670  3.170  5.220
H  1.604  5.491  5.715
H  0.537  6.402  4.645
H  2.282  6.517  4.454
H  0.961  5.880  2.023
H  0.376  5.173  -0.095
H  1.165  3.980  -2.861
H  -0.310  4.626  -2.128
H  0.154  1.666  -2.699
H  -0.556  2.757  -3.891
H  -2.499  1.907  -3.023
H  -2.280  3.302  -1.966
H  -3.386  0.438  -1.925
H  -4.363  -1.381  -1.234
O  0.987  -1.301  1.489
N  1.070  -2.606  1.423
C  1.618  -3.129  0.300
C  1.765  -4.473  0.107
C  1.330  -5.334  1.116
C  0.792  -4.796  2.255
C  0.654  -3.405  2.452
S  0.033  -2.773  3.919
H  1.892  -2.378  -0.424
H  2.195  -4.834  -0.816
H  1.420  -6.407  1.009
H  0.460  -5.424  3.069
N  0.566  -0.443  -4.431
C  -0.767  -0.604  -4.548
N  -1.350  -0.156  -5.697
N  -1.547  -1.150  -3.654
C  -0.999  -1.528  -2.507
N  -0.577  -1.905  -1.497
H  1.011  0.214  -5.048
H  0.994  -0.516  -3.507
H  -0.783  -0.081  -6.523
H  -2.297  -0.464  -5.834
C  3.726  -2.120  -2.734
N  4.150  -0.781  -2.363
C  5.579  -0.562  -2.237
C  3.233  0.145  -1.988
C  3.735  1.462  -1.469
O  2.025  -0.085  -2.087
H  4.281  -2.856  -2.149
H  3.906  -2.311  -3.795
H  2.665  -2.231  -2.530
H  6.094  -1.242  -2.915
H  5.937  -0.754  -1.222
H  5.847  0.454  -2.516
H  4.501  1.327  -0.705
H  2.891  2.002  -1.048
H  4.173  2.040  -2.288

***

The ion C6H14NO with charge -1 in a non-equilibrium geometry, computed with the ωB97M-V functional and the def2-TZVPD basis.

Its highest occupied orbital energy is -0.0829 Ha. Its SMILES is CNCCCCC[O-]. As for the multiplicity: 1. The calculation puts the molar mass at 116.18 g mol⁻¹. The value obtained for the strongest force on any atom is 0.10842 hartree/bohr. As for the net charge: -1.

Positions of all 22 atoms, in Å:
C  -0.019  -2.606  -0.247
N  0.619  -1.680  -1.054
C  -0.422  -0.674  -1.437
C  -0.019  0.840  -1.343
C  0.897  1.111  -0.144
C  0.324  0.644  1.187
C  -0.708  1.710  1.759
O  -1.755  1.766  0.958
H  -0.960  -2.881  -0.627
H  0.645  -3.459  0.181
H  -0.199  -2.177  0.770
H  1.442  -1.216  -0.798
H  -1.325  -0.737  -0.697
H  -0.898  -0.741  -2.476
H  -1.014  1.372  -1.245
H  0.589  1.097  -2.244
H  1.005  2.188  -0.126
H  2.005  0.875  -0.052
H  -0.165  -0.308  1.051
H  1.032  0.580  1.972
H  -1.102  1.635  2.714
H  0.030  2.662  1.899

***

The molecule C7H7N3S in a non-equilibrium geometry, computed with the ωB97M-V functional and the def2-TZVPD basis.

Its highest occupied orbital energy is -0.3271 Ha. Its SMILES is CC1=C(C#N)S[C@](N)(C#N)C1. As for the multiplicity: 1. The calculation puts the molar mass at 165.22 g mol⁻¹. The value obtained for the strongest force on any atom is 0.06250 hartree/bohr.

Positions of all 18 atoms, in Å:
C  1.677  -0.052  -0.899
C  0.352  -0.694  -0.522
C  0.067  -1.998  -0.145
C  0.985  -3.109  -0.071
N  1.810  -3.899  -0.077
S  -1.721  -2.284  0.160
C  -2.012  -0.422  0.387
N  -2.108  0.081  1.689
C  -3.180  -0.192  -0.434
N  -4.046  -0.244  -1.183
C  -0.797  0.255  -0.433
H  2.080  0.403  0.058
H  1.369  0.745  -1.521
H  2.356  -0.891  -1.408
H  -2.961  0.313  2.036
H  -1.383  -0.189  2.345
H  -0.343  1.112  0.100
H  -1.031  0.368  -1.527

***

A cluster of 3 separate species, C11H21N3O5 in total in a non-equilibrium geometry, computed with the ωB97M-V functional and the def2-TZVPD basis.

Its highest occupied orbital energy is -0.3044 Ha. As for the multiplicity: 1. The calculation puts the molar mass at 275.30 g mol⁻¹. The value obtained for the strongest force on any atom is 0.14220 hartree/bohr.

Positions of all 40 atoms, in Å:
C  2.875  -1.656  0.268
C  1.445  -1.585  0.172
C  3.662  -0.528  0.884
C  4.011  0.728  -0.003
C  3.117  1.938  0.224
C  -0.527  -0.092  0.675
C  -1.731  -0.983  1.067
C  -0.843  0.166  -0.862
C  -2.449  0.052  -0.980
C  -3.165  1.322  -0.352
C  -4.756  1.301  -0.605
H  4.412  -2.408  -0.757
H  2.888  -3.291  -0.924
H  3.003  -2.393  1.009
H  2.940  -0.156  1.705
H  4.663  -0.875  1.302
H  3.917  0.275  -1.089
H  4.967  1.157  -0.101
H  3.543  3.967  0.108
H  1.666  0.200  0.815
H  -0.618  0.738  1.333
H  -0.563  1.200  -0.899
H  -0.356  -0.368  -1.715
H  -2.510  -1.097  -0.723
H  -2.748  0.381  -2.101
H  -3.000  1.411  0.769
H  -2.606  2.124  -0.844
H  -4.851  0.561  -1.844
H  -5.382  2.643  -1.008
H  -5.263  0.747  1.736
H  -5.247  -0.684  0.378
H  -1.167  -2.247  -0.232
N  3.322  -2.163  -0.942
N  0.875  -0.565  0.800
N  -5.422  0.418  0.581
O  0.759  -2.433  -0.412
O  2.008  1.976  0.860
O  3.834  2.960  -0.202
O  -2.605  -0.632  1.856
O  -2.095  -2.110  0.057

***

A structure of composition C37H34CuGeN2P in a non-equilibrium geometry, computed with the ωB97M-V functional and the def2-TZVPD basis.

Its highest occupied orbital energy (spin up / spin down) is 0.0493 / 0.0490 Ha. As for the multiplicity: 1. The calculation puts the molar mass at 673.82 g mol⁻¹. The value obtained for the strongest force on any atom is 0.02554 hartree/bohr. As for the net charge: -2.

Positions of all 76 atoms, in Å:
Cu  0.860  -0.382  -1.149
C  0.716  -2.187  -0.958
Ge  -0.749  -2.416  0.178
C  -2.251  -1.055  0.334
C  -2.659  -0.420  1.504
C  -3.620  0.588  1.501
C  -4.220  0.973  0.312
C  -3.840  0.344  -0.867
C  -2.870  -0.642  -0.850
C  -0.330  -2.794  2.106
C  0.089  -1.778  2.965
C  0.461  -2.029  4.276
C  0.440  -3.327  4.770
C  0.041  -4.357  3.934
C  -0.340  -4.088  2.626
C  -1.848  -4.029  -0.335
C  -1.366  -4.837  -1.358
C  -2.064  -5.961  -1.778
C  -3.268  -6.299  -1.177
C  -3.770  -5.501  -0.159
C  -3.063  -4.379  0.250
H  -2.226  -0.713  2.455
H  -3.898  1.068  2.433
H  -4.970  1.757  0.304
H  -4.289  0.643  -1.810
H  -2.561  -1.093  -1.787
H  0.138  -0.761  2.595
H  0.780  -1.209  4.912
H  0.738  -3.531  5.793
H  0.028  -5.379  4.300
H  -0.654  -4.910  1.992
H  -0.424  -4.552  -1.816
H  -1.668  -6.577  -2.580
H  -3.816  -7.178  -1.503
H  -4.715  -5.752  0.314
H  -3.469  -3.755  1.040
N  3.899  -2.444  -0.603
N  4.216  -1.158  -0.022
H  2.939  -2.372  -0.982
H  3.788  -3.067  0.191
H  3.328  -0.695  0.212
H  4.613  -0.601  -0.772
C  -2.286  4.268  -3.064
C  -1.016  4.301  -3.630
C  0.026  3.600  -3.043
C  -0.184  2.858  -1.879
C  -1.466  2.818  -1.329
C  -2.505  3.518  -1.914
P  1.117  1.791  -1.112
C  2.663  2.458  -1.759
C  3.583  1.545  -2.287
C  4.821  1.956  -2.731
C  5.186  3.303  -2.655
C  4.281  4.218  -2.134
C  3.034  3.808  -1.696
C  1.006  2.450  0.611
C  1.141  1.525  1.645
C  1.129  1.935  2.967
C  0.986  3.283  3.276
C  0.848  4.213  2.252
C  0.853  3.798  0.932
H  -3.103  4.810  -3.526
H  -0.834  4.872  -4.534
H  1.009  3.622  -3.496
H  -1.664  2.212  -0.450
H  -3.494  3.457  -1.475
H  3.307  0.496  -2.330
H  5.510  1.223  -3.135
H  6.162  3.628  -2.994
H  4.547  5.268  -2.068
H  2.343  4.545  -1.308
H  1.247  0.474  1.387
H  1.225  1.194  3.752
H  0.976  3.608  4.309
H  0.725  5.266  2.484
H  0.700  4.531  0.147

***

The molecule C3H11N3O in a non-equilibrium geometry, computed with the ωB97M-V functional and the def2-TZVPD basis.

Its highest occupied orbital energy is -0.3148 Ha. Its SMILES is CO[C@H](N)N(C)N. As for the multiplicity: 1. The calculation puts the molar mass at 105.14 g mol⁻¹. The value obtained for the strongest force on any atom is 0.11107 hartree/bohr.

Positions of all 18 atoms, in Å:
C  -2.330  0.974  -0.250
O  -1.310  0.348  0.463
C  -0.107  -0.553  -0.437
N  0.007  -1.798  0.167
N  0.766  0.496  -0.179
C  1.314  0.633  1.164
N  1.911  -0.276  -1.168
H  -3.247  0.366  -0.208
H  -2.094  1.162  -1.309
H  -2.539  1.950  0.206
H  -0.469  -0.590  -1.464
H  -0.727  -2.443  -0.087
H  0.121  -1.753  1.171
H  0.520  1.022  1.797
H  2.130  1.351  1.107
H  1.698  -0.300  1.592
H  2.441  -0.930  -0.593
H  1.916  0.343  -1.972

***

A cluster of 2 separate species, C5H8O in total in a non-equilibrium geometry, computed with the ωB97M-V functional and the def2-TZVPD basis.

Its highest occupied orbital energy (spin up / spin down) is -0.2772 / -0.2771 Ha. As for the multiplicity: 1. The calculation puts the molar mass at 84.12 g mol⁻¹. The value obtained for the strongest force on any atom is 0.02264 hartree/bohr.

Positions of all 14 atoms, in Å:
C  -1.447  -1.062  -0.725
C  -0.708  0.209  -0.358
C  -0.207  0.574  0.951
C  0.874  0.212  -0.161
C  1.399  -1.029  -0.043
O  1.837  -2.082  0.147
H  -1.115  -1.913  -0.118
H  -2.513  -0.913  -0.520
H  -1.341  -1.320  -1.785
H  -0.907  1.031  -1.051
H  -0.310  -0.254  1.669
H  1.215  2.569  1.234
H  1.529  0.972  -0.587
H  1.784  3.046  1.114

***

A cluster of 2 separate species, C4H10NO3 in total in a non-equilibrium geometry, computed with the ωB97M-V functional and the def2-TZVPD basis.

Its highest occupied orbital energy is -0.1712 Ha. As for the multiplicity: 1. The calculation puts the molar mass at 120.13 g mol⁻¹. The value obtained for the strongest force on any atom is 0.02493 hartree/bohr. As for the net charge: -1.

Positions of all 18 atoms, in Å:
C  0.530  -0.465  0.819
N  -0.884  -0.559  0.566
C  -1.406  -0.558  -0.753
O  -2.606  -0.937  -0.839
O  -0.619  -0.248  -1.663
C  0.983  0.979  1.075
C  2.493  1.132  1.269
H  1.066  -0.823  -0.071
H  0.819  -1.136  1.630
H  -1.476  -0.968  1.264
H  0.695  1.550  0.211
H  0.447  1.298  1.974
H  3.004  0.722  0.397
H  2.720  2.194  1.375
H  2.874  0.605  2.154
H  -3.206  -1.099  -2.463
H  -2.265  -0.670  -3.491
O  -3.168  -1.017  -3.452